Entry 1:
Density functional theory data (wB97M-V/def2-TZVPD) for a structure of composition C27H36AsCl5FN4O6Si3W.

Summary:
**E_LUMO (alpha / beta)**: -0.13091 / -0.17678 Eh
**Expectation value of S²**: 2.042
**Energy**: -7292.9630 Ha
**Max |F|**: 0.01683 hartree/bohr
**Charge**: +1
**2S+1**: 3
**ΔE to the lowest compared entry with this formula, charge and spin**: 14.7 kJ/mol

Each line ends with the Mulliken spin population.
Atoms and positions in Å:
W1 0.676 0.956 0.551  1.0363
Cl1 -1.773 2.817 2.752  0.0058
C1 -1.635 3.220 1.077  0.0546
C2 -0.772 2.505 0.246  -0.0327
C3 -0.800 2.853 -1.089  0.0230
Cl2 0.317 1.940 -2.069  0.0021
C4 -1.596 3.836 -1.648  -0.0190
Cl3 -1.524 4.169 -3.327  -0.0023
C5 -2.444 4.537 -0.795  0.0379
Cl4 -3.457 5.764 -1.420  0.0067
C6 -2.460 4.226 0.571  -0.0200
Cl5 -3.531 5.071 1.608  -0.0024
O1 1.095 2.094 2.020  0.0168
N1 1.688 0.850 2.321  -0.0749
N2 0.640 0.177 2.988  0.4749
O2 -0.390 0.081 2.187  0.1592
C7 0.671 -0.271 4.280  -0.0232
C8 -0.454 -0.916 4.812  0.1427
C9 -0.405 -1.352 6.119  -0.0720
C10 0.743 -1.156 6.884  0.1648
C11 1.854 -0.515 6.342  -0.0774
C12 1.832 -0.065 5.039  0.1511
H1 -1.335 -1.052 4.201  0.0159
H2 -1.264 -1.846 6.551  -0.0012
H3 0.770 -1.502 7.909  0.0063
H4 2.739 -0.362 6.944  -0.0013
H5 2.677 0.442 4.596  0.0065
F1 7.331 3.993 -1.973  0.0000
C13 6.251 3.310 -2.332  0.0002
C14 5.849 2.240 -1.649  0.0000
N3 4.724 1.527 -2.035  0.0003
C15 4.221 0.392 -1.300  -0.0004
C16 2.888 0.710 -0.671  0.0070
O3 1.999 -0.215 -0.541  -0.0302
O4 2.597 1.850 -0.226  -0.0122
C17 3.934 1.924 -3.094  0.0001
O5 2.906 1.327 -3.367  0.0000
N4 4.389 3.014 -3.783  0.0000
C18 5.523 3.793 -3.509  0.0000
O6 5.821 4.736 -4.188  0.0001
H6 6.384 1.885 -0.780  0.0000
H7 4.922 0.133 -0.505  0.0011
H8 4.087 -0.471 -1.950  -0.0011
H9 3.827 3.310 -4.571  0.0000
C19 -2.528 0.277 -3.399  0.0010
Si1 -1.340 -1.060 -2.852  0.0034
C20 -2.111 -2.726 -3.196  -0.0006
C21 0.358 -0.970 -3.631  0.0025
As1 -1.099 -0.857 -0.473  0.0404
Si2 -0.173 -2.959 0.159  -0.0019
C22 1.043 -3.492 -1.156  0.0007
C23 0.774 -2.806 1.764  0.0063
C24 -1.559 -4.197 0.332  0.0018
Si3 -3.321 -0.669 0.400  0.0032
C25 -3.962 1.053 0.061  0.0009
C26 -3.298 -1.012 2.234  0.0015
C27 -4.396 -1.913 -0.486  -0.0008
H10 -2.675 0.196 -4.479  0.0000
H11 -2.165 1.284 -3.194  0.0001
H12 -3.505 0.160 -2.927  0.0002
H13 -2.237 -2.823 -4.279  -0.0003
H14 -3.092 -2.834 -2.736  -0.0001
H15 -1.480 -3.553 -2.872  0.0003
H16 0.355 -0.290 -4.486  -0.0001
H17 0.643 -1.962 -3.987  0.0004
H18 1.135 -0.625 -2.949  -0.0001
H19 1.836 -2.754 -1.280  0.0005
H20 0.583 -3.664 -2.129  -0.0003
H21 1.497 -4.433 -0.835  0.0002
H22 1.589 -2.082 1.690  -0.0018
H23 1.220 -3.783 1.971  -0.0019
H24 0.138 -2.543 2.609  0.0013
H25 -2.079 -4.348 -0.615  0.0001
H26 -2.294 -3.917 1.089  -0.0001
H27 -1.134 -5.160 0.629  0.0002
H28 -3.795 1.704 0.918  -0.0009
H29 -5.043 0.988 -0.098  0.0002
H30 -3.527 1.522 -0.823  -0.0005
H31 -2.819 -0.193 2.769  0.0023
H32 -2.789 -1.947 2.478  -0.0017
H33 -4.332 -1.091 2.582  0.0007
H34 -4.540 -1.639 -1.532  0.0000
H35 -5.381 -1.906 -0.011  -0.0003
H36 -4.014 -2.931 -0.442  -0.0001

Forces on atoms 1 to 6 (eV/Å):
W -0.060 0.672 -0.422
Cl 0.004 0.028 -0.015
C 0.021 -0.088 0.091
C -0.168 0.024 0.023
C -0.021 0.072 -0.015
Cl -0.013 0.015 -0.090


Entry 2:
Density functional theory data (wB97M-V/def2-TZVPD) for a structure of composition C12H48O12.

Summary:
**E_LUMO**: -0.01442 Eh
**Energy**: -1388.2012 Ha
**Max |F|**: 0.21210 hartree/bohr
**2S+1**: 1
**ΔE to the lowest compared entry with this formula, charge and spin**: 1701.2 kJ/mol

Each line ends with the Löwdin charge.
Atoms and positions in Å:
C1 1.601 -2.895 0.420  -0.0316
O1 1.967 -1.706 -0.316  -0.0879
H1 2.470 -3.543 0.535  0.1093
H2 1.186 -2.492 1.343  0.0721
H3 0.851 -3.472 -0.122  0.0545
H4 1.335 -1.013 -0.113  0.0178
C2 -0.512 -1.970 -1.948  -0.1231
O2 -1.420 -2.685 -2.827  -0.0974
H5 0.019 -1.199 -2.506  0.0965
H6 -1.049 -1.338 -1.241  0.0307
H7 0.108 -2.666 -1.382  0.0661
H8 -1.718 -2.004 -3.434  0.0409
C3 -2.106 -0.304 3.051  -0.1261
O3 -2.640 -0.495 1.752  -0.1296
H9 -2.720 -0.755 3.831  0.1136
H10 -1.060 -0.605 3.009  0.0498
H11 -2.140 0.772 3.224  0.0790
H12 -3.593 -0.393 1.696  0.1105
C4 -1.283 -3.071 0.589  -0.1453
O4 -1.569 -3.279 2.004  -0.0899
H13 -0.433 -2.389 0.561  0.0090
H14 -1.148 -3.922 -0.079  0.1099
H15 -2.118 -2.489 0.198  0.0728
H16 -1.585 -2.430 2.451  0.0232
C5 -1.236 1.764 -2.133  -0.1720
O5 -0.687 2.469 -1.055  -0.1827
H17 -0.832 0.777 -2.358  0.0794
H18 -2.293 1.821 -1.874  0.0889
H19 -1.150 2.316 -3.069  0.1020
H20 -1.340 2.312 -0.368  0.0817
C6 1.249 -0.347 2.335  -0.1208
O6 1.755 -1.307 3.315  -0.0740
H21 1.391 0.665 2.714  0.0579
H22 1.732 -0.303 1.359  0.0989
H23 0.205 -0.577 2.124  0.0384
H24 2.349 -0.993 4.001  0.0829
C7 1.589 2.602 -0.034  -0.1730
O7 2.157 2.475 1.263  -0.1154
H25 1.009 1.712 -0.278  0.0365
H26 0.884 3.432 -0.054  0.1066
H27 2.422 2.819 -0.703  0.0994
H28 1.503 2.290 1.941  -0.1025
C8 -0.731 0.162 0.171  -0.1413
O8 0.379 -0.036 -0.671  -0.2170
H29 -0.450 0.911 0.911  0.0811
H30 -1.636 0.476 -0.350  0.0618
H31 -0.825 -0.734 0.784  0.0571
H32 0.774 0.700 -1.145  0.0484
C9 -0.003 1.720 3.476  -0.1508
O9 0.283 2.223 2.216  -0.1150
H33 0.918 1.856 4.043  0.1239
H34 -0.705 2.393 3.969  0.1103
H35 -0.374 0.704 3.613  0.0454
H36 -0.511 2.482 1.743  0.1317
C10 3.831 0.105 -0.977  -0.0884
O10 2.492 -0.132 -1.377  -0.1754
H37 4.277 -0.797 -0.558  0.0895
H38 4.318 0.595 -1.820  0.0817
H39 3.854 0.935 -0.271  0.0664
H40 2.212 -1.008 -1.101  -0.1822
C11 1.358 2.380 -2.702  -0.1874
O11 1.570 1.235 -3.489  -0.0745
H41 2.116 3.146 -2.866  0.1092
H42 0.457 2.907 -3.016  0.0661
H43 1.193 2.149 -1.649  -0.0037
H44 1.205 0.510 -2.977  0.0351
C12 -3.295 -0.341 -1.946  -0.1261
O12 -2.490 -0.198 -3.107  -0.1387
H45 -4.346 -0.467 -2.206  0.1000
H46 -2.973 -1.266 -1.467  0.0692
H47 -3.170 0.426 -1.181  0.0597
H48 -2.879 -0.621 -3.875  0.1066

Forces on atoms 1 to 6 (eV/Å):
C 0.679 0.238 -0.563
O -1.058 -8.842 6.298
H 0.110 0.368 0.333
H 0.399 -1.027 0.286
H 0.501 -0.087 0.220
H -1.068 0.426 0.467


Entry 3:
Density functional theory data (wB97M-V/def2-TZVPD) for a structure of composition C31H50N8O22S4.

Summary:
**E_LUMO**: 0.00222 Eh
**Energy**: -4896.8864 Ha
**Max |F|**: 0.06054 hartree/bohr
**2S+1**: 1
**ΔE to the lowest compared entry with this formula, charge and spin**: 0.0 kJ/mol

Each line ends with the Löwdin charge.
Atoms and positions in Å:
C1 -3.219 -0.299 -5.505  0.0592
N1 -3.078 -1.451 -4.583  -0.4374
O1 -2.873 -2.529 -5.093  0.0785
O2 -3.055 -1.231 -3.402  0.0444
H1 -3.134 -0.653 -6.520  0.0947
H2 -2.477 0.432 -5.196  0.0949
H3 -4.199 0.163 -5.395  0.1040
C2 1.425 -1.942 -5.629  0.0616
N2 2.527 -2.355 -4.706  -0.4671
O3 3.432 -2.965 -5.139  0.1046
O4 2.401 -2.018 -3.560  0.0425
H4 1.864 -1.872 -6.621  0.0988
H5 1.157 -0.941 -5.318  0.0610
H6 0.646 -2.691 -5.591  0.1016
C3 0.796 1.036 4.385  0.0403
N3 1.639 1.613 5.458  -0.4437
O5 1.055 2.104 6.401  0.0560
O6 2.809 1.794 5.234  0.0632
H7 -0.075 1.639 4.163  0.0675
H8 0.598 -0.008 4.634  0.1007
H9 1.383 0.917 3.474  0.0792
C4 5.011 3.769 -0.630  -0.1301
C5 5.445 4.404 0.709  -0.1277
O7 4.256 5.028 1.236  -0.1844
S1 2.963 4.207 0.774  0.5569
O8 1.854 5.068 0.717  -0.2074
O9 2.848 3.030 1.552  -0.2251
O10 3.572 3.799 -0.636  -0.2047
H10 5.426 2.759 -0.685  0.1029
H11 5.358 4.241 -1.548  0.1352
H12 6.043 5.292 0.480  0.1323
H13 5.995 3.742 1.369  0.1292
C6 -5.249 -2.755 0.187  -0.1661
C7 -6.662 -2.208 0.232  -0.1777
O11 -6.506 -0.821 0.011  -0.1711
S2 -5.330 -0.570 -1.061  0.5972
O12 -4.558 0.506 -0.574  -0.2252
O13 -5.832 -0.531 -2.373  -0.2028
O14 -4.610 -1.979 -0.817  -0.1975
H14 -5.221 -3.812 -0.058  0.1429
H15 -4.855 -2.634 1.200  0.1196
H16 -7.140 -2.455 1.176  0.1371
H17 -7.296 -2.645 -0.548  0.1346
C8 -0.473 3.431 -2.964  -0.1379
C9 0.831 3.408 -2.163  -0.1319
O15 1.823 2.814 -3.032  -0.1983
S3 1.277 2.561 -4.497  0.5881
O16 1.747 1.280 -4.873  -0.2241
O17 1.376 3.667 -5.367  -0.2033
O18 -0.263 2.474 -4.017  -0.2147
H18 -0.649 4.403 -3.433  0.1294
H19 -1.340 3.119 -2.400  0.1253
H20 0.760 2.711 -1.326  0.1074
H21 1.234 4.355 -1.814  0.1171
C10 -0.773 -3.208 -0.684  -0.1311
C11 -1.910 -3.312 0.323  -0.1909
O19 -2.399 -4.632 0.143  -0.1809
S4 -1.114 -5.593 0.029  0.5828
O20 -1.471 -6.683 -0.775  -0.2033
O21 -0.588 -5.807 1.318  -0.2145
O22 -0.214 -4.537 -0.775  -0.1927
H22 -0.033 -2.436 -0.516  0.1009
H23 -1.284 -3.069 -1.650  0.1327
H24 -2.633 -2.504 0.246  0.1056
H25 -1.521 -3.151 1.345  0.1148
N4 0.208 4.484 3.701  0.0310
C12 -0.438 3.829 2.699  -0.1532
C13 -1.632 3.396 3.215  -0.1319
C14 -1.817 4.017 4.480  -0.0985
C15 -0.639 4.638 4.773  -0.1331
H26 1.100 4.932 3.648  0.1421
H27 0.029 3.691 1.743  0.0868
H28 -2.323 2.790 2.657  0.0765
H29 -2.706 4.088 5.080  0.0922
H30 -0.316 5.310 5.550  0.1128
N5 5.798 -0.698 -1.248  0.0446
C16 4.514 -0.271 -1.458  -0.1311
C17 4.135 0.517 -0.416  -0.1527
C18 5.193 0.478 0.536  -0.1051
C19 6.226 -0.164 -0.064  -0.1321
H31 6.304 -1.356 -1.799  0.1464
H32 4.048 -0.639 -2.360  0.1040
H33 3.188 1.030 -0.481  0.0877
H34 5.293 0.945 1.503  0.1028
H35 7.223 -0.349 0.300  0.1113
N6 -1.632 0.498 -0.808  0.0534
C20 -1.001 0.875 0.358  -0.1141
C21 0.314 0.569 0.209  -0.1219
C22 0.501 -0.068 -1.041  -0.1113
C23 -0.727 -0.039 -1.647  -0.1512
H36 -2.599 0.734 -0.958  0.1007
H37 -1.517 1.300 1.196  0.0846
H38 1.083 0.786 0.943  0.0846
H39 1.366 -0.521 -1.488  0.0859
H40 -1.028 -0.247 -2.660  0.1045
N7 -4.851 -1.652 4.665  0.0066
C24 -4.462 -0.764 3.710  -0.1449
C25 -3.239 -1.162 3.211  -0.1002
C26 -2.991 -2.443 3.799  -0.1114
C27 -4.037 -2.756 4.613  -0.1299
H41 -5.674 -1.588 5.229  0.1412
H42 -5.040 0.142 3.622  0.1107
H43 -2.630 -0.491 2.637  0.0765
H44 -2.087 -2.998 3.603  0.0899
H45 -4.263 -3.625 5.204  0.1080
N8 2.601 -1.975 0.606  0.0274
C28 1.986 -2.434 1.734  -0.1451
C29 1.937 -3.789 1.661  -0.1185
C30 2.522 -4.192 0.427  -0.0957
C31 2.836 -3.027 -0.221  -0.1468
H46 2.861 -1.005 0.398  0.0919
H47 1.570 -1.819 2.512  0.0949
H48 1.476 -4.475 2.352  0.0887
H49 2.572 -5.153 -0.049  0.0969
H50 3.247 -2.819 -1.197  0.0913

Forces on atoms 1 to 6 (eV/Å):
C -0.561 0.533 0.000
N 0.563 -0.043 -0.897
O -0.191 -0.415 -0.061
O -0.248 0.237 0.929
H 0.353 -0.065 -0.075
H 0.160 -0.030 -0.202